# 1
{
  "formula": "C18H11AuF2N2O4",
  "method": "ωB97M-V with the def2-TZVPD basis set",
  "de_lowest_kcal_mol": 31.3,
  "lumo_ev": -9.8,
  "total_charge": 2,
  "species": ["Au", "O", "C", "O", "C", "C", "C", "C", "C", "N", "C", "O", "O", "H", "H", "H", "H", "H", "F", "C", "C", "C", "C", "C", "F", "C", "C", "C", "C", "C", "C", "N", "H", "H", "H", "H", "H", "H"],
  "positions_angstrom": [[0.286, 1.238, -0.223], [-0.799, 4.132, 2.884], [-0.646, 3.152, 2.051], [0.187, 3.124, 1.159], [-1.589, 2.010, 2.268], [-2.663, 2.061, 3.155], [-3.464, 0.935, 3.269], [-3.167, -0.197, 2.520], [-2.080, -0.154, 1.645], [-1.335, 0.935, 1.537], [-1.663, -1.293, 0.738], [-2.206, -2.467, 0.906], [-0.823, -1.104, -0.114], [-0.195, 4.885, 2.737], [-2.856, 2.961, 3.718], [-4.312, 0.930, 3.939], [-3.797, -1.068, 2.620], [-2.870, -2.556, 1.607], [-0.516, 1.118, -5.551], [0.015, 0.521, -4.513], [-0.018, 1.182, -3.267], [0.514, 0.560, -2.177], [1.160, -0.691, -2.273], [1.103, -1.352, -3.534], [1.621, -2.562, -3.662], [0.545, -0.759, -4.646], [1.919, -1.141, -1.126], [2.681, -2.320, -1.038], [3.466, -2.547, 0.082], [3.470, -1.625, 1.116], [2.644, -0.506, 0.995], [1.925, -0.296, -0.080], [-0.470, 2.163, -3.223], [0.531, -1.266, -5.602], [2.648, -3.056, -1.824], [4.080, -3.436, 0.144], [4.089, -1.751, 1.990], [2.584, 0.242, 1.773]],
  "forces_ev_per_a": [[1.5, -1.6, -1.0], [-0.2, 0.3, 0.4], [0.0, -0.1, -0.2], [0.2, 0.1, -0.2], [-0.7, -0.2, 0.5], [0.3, 0.1, -0.2], [0.0, -0.1, 0.0], [0.3, 0.3, -0.1], [-0.5, -0.1, 0.3], [0.4, 0.3, -0.2], [0.2, 0.6, 0.1], [-0.2, -0.6, -0.1], [-0.4, -0.3, 0.1], [0.0, -0.3, -0.2], [0.0, 0.0, 0.1], [0.0, 0.0, 0.0], [0.0, -0.1, 0.0], [0.2, 0.2, -0.1], [-0.1, 0.2, -0.1], [0.3, -0.7, 0.9], [-0.3, 0.8, 0.2], [0.6, -1.2, -0.5], [0.0, -0.2, -0.2], [-0.2, 1.0, 0.9], [0.1, 0.0, 0.1], [-0.2, 0.5, -0.1], [0.5, -1.2, -0.3], [-0.3, 0.4, 0.1], [-0.1, 0.2, 0.1], [-0.4, 0.4, -0.2], [0.9, -0.2, 1.1], [-1.6, 1.1, -1.0], [-0.1, 0.1, 0.0], [0.0, 0.0, 0.0], [0.0, 0.1, -0.1], [0.0, 0.0, 0.0], [0.0, 0.0, 0.1], [0.0, 0.0, 0.1]]
}

---

# 2
{
  "formula": "C5H8BBrN4O8",
  "method": "ωB97M-V with the def2-TZVPD basis set",
  "lumo_ev": -2.2,
  "species": ["N", "C", "N", "C", "O", "N", "O", "B", "O", "O", "N", "C", "C", "O", "Br", "H", "H", "H", "H", "H", "H", "H", "C", "O", "O", "O", "H"],
  "positions_angstrom": [[0.973, -3.018, 0.699], [0.125, -2.597, -0.314], [-0.434, -3.556, -1.383], [-1.302, -2.576, -2.186], [-2.174, -2.858, -3.364], [-1.227, -1.154, -1.593], [-1.920, -0.079, -2.086], [-3.189, -0.127, -1.276], [-3.451, 0.826, -0.145], [-4.162, -1.210, -1.624], [-0.363, -1.158, -0.500], [0.067, 0.008, 0.408], [0.915, 1.175, -0.434], [0.733, 1.398, -1.748], [2.336, 2.320, 0.478], [1.512, -3.927, 0.601], [1.138, -2.490, 1.592], [-1.611, -2.784, -4.193], [-2.641, 1.426, -0.007], [-4.624, -1.552, -0.799], [0.817, -0.357, 1.260], [-0.895, 0.470, 0.902], [3.992, 4.153, 2.836], [2.925, 3.574, 3.149], [4.230, 5.173, 3.649], [4.821, 3.929, 1.925], [3.410, 4.992, 4.151]],
  "forces_ev_per_a": [[-0.4, 0.2, -0.8], [-2.2, 0.7, -2.6], [-1.7, 7.6, 0.4], [1.5, 0.8, 1.7], [3.7, 1.1, 3.3], [0.2, -5.7, -2.4], [-1.2, -0.4, 2.2], [-2.6, -0.3, 1.4], [2.8, -1.8, -3.2], [2.5, 2.5, 2.5], [2.1, -3.9, 1.6], [0.4, 1.1, 0.1], [0.0, 1.8, -6.7], [0.5, -2.2, 8.4], [-2.0, -1.8, -0.2], [-1.3, 1.7, -0.1], [-0.4, -0.6, -1.7], [-0.6, -0.1, 1.4], [-1.9, -1.1, -0.5], [0.6, 0.9, -1.5], [-1.9, 0.5, -2.0], [2.1, -0.9, -0.9], [1.1, -1.2, -2.0], [-1.0, -1.3, -0.6], [0.0, 1.6, 1.6], [-0.9, -0.3, 0.1], [0.4, 1.0, 0.6]]
}

---

# 3
{
  "formula": "C4H12NO2",
  "method": "ωB97M-V with the def2-TZVPD basis set",
  "de_lowest_kcal_mol": 44.2,
  "lumo_ev": 4.1,
  "total_charge": -1,
  "species": ["C", "C", "C", "N", "C", "O", "H", "H", "H", "H", "H", "H", "H", "H", "H", "H", "H", "H", "O"],
  "positions_angstrom": [[-0.816, 0.240, 1.595], [0.474, 0.073, 0.822], [1.235, 1.452, 0.712], [0.026, -0.674, -0.435], [0.568, 0.057, -1.729], [1.948, 0.027, -1.895], [-1.664, 0.414, 0.971], [-0.673, 1.065, 2.482], [-0.900, -0.741, 2.091], [1.135, -0.800, 1.347], [0.574, 2.290, 0.317], [1.975, 1.333, -0.211], [1.631, 1.776, 1.630], [0.801, -1.351, -0.607], [0.170, 1.103, -1.733], [0.006, -0.438, -2.568], [-2.210, -2.390, -1.522], [-1.720, -1.530, -0.528], [-2.558, -1.905, -0.740]],
  "forces_ev_per_a": [[1.5, 0.5, 3.6], [0.9, -1.4, 0.1], [-0.4, -0.9, -4.6], [3.0, 0.9, -1.4], [1.0, 0.7, -1.0], [-2.4, -0.3, 0.7], [-0.5, 0.4, -0.3], [-0.6, -1.8, -2.1], [-0.8, 0.4, 0.1], [-1.1, 2.6, -0.7], [0.2, -1.1, 0.7], [-0.8, 0.1, 2.2], [0.8, 0.1, 1.2], [-0.9, -0.1, 0.8], [-0.1, -0.3, 0.3], [0.2, -0.1, 0.4], [-0.9, 0.2, 0.5], [1.8, 1.5, 1.1], [-0.9, -1.6, -1.6]]
}

---

# 4
{
  "formula": "C8H10N7",
  "method": "ωB97M-V with the def2-TZVPD basis set",
  "de_lowest_kcal_mol": 61.1,
  "lumo_ev": 3.3,
  "total_charge": -1,
  "species": ["C", "C", "C", "C", "C", "C", "C", "C", "N", "N", "N", "N", "N", "N", "N", "H", "H", "H", "H", "H", "H", "H", "H", "H", "H"],
  "positions_angstrom": [[0.828, 4.360, 0.519], [2.498, -0.547, -0.126], [0.829, 2.389, -0.165], [-0.104, -1.219, 0.609], [0.357, -2.135, -0.537], [1.158, -1.140, -0.154], [-1.288, -0.338, 0.712], [-0.075, -3.115, -1.581], [4.519, -0.427, -0.788], [0.203, 3.525, -0.357], [1.812, 3.809, 1.294], [3.434, -1.131, -0.996], [3.052, 0.315, 0.669], [4.331, 0.393, 0.200], [1.759, 2.584, 0.816], [0.680, 5.382, 0.525], [-0.028, -1.821, 1.540], [0.755, 1.534, -0.781], [-1.722, -0.089, -0.239], [-1.026, 0.508, 1.295], [-2.132, -0.784, 1.143], [-0.461, -4.070, -0.997], [0.722, -3.347, -2.413], [-0.971, -2.691, -2.078], [2.545, 1.845, 0.901]],
  "forces_ev_per_a": [[1.0, -1.5, 0.8], [0.1, -3.6, -2.4], [1.4, 1.7, 1.6], [0.1, -3.3, 1.2], [0.9, 2.7, -0.7], [-0.1, -0.9, -0.1], [0.3, 0.5, -1.4], [0.1, -1.4, 0.3], [-0.1, -0.4, 0.8], [0.0, 1.1, 0.3], [-2.4, 1.0, -2.3], [-1.9, 1.3, 0.4], [1.3, 0.4, -0.5], [0.5, 1.0, 0.7], [1.4, -3.3, -1.0], [-0.7, 1.9, 0.3], [0.1, 0.6, 0.1], [-0.1, -0.9, -0.1], [0.3, 0.8, -0.8], [0.0, 1.2, 0.3], [-0.9, -1.2, 1.3], [0.9, 1.5, -1.5], [-1.4, 0.3, 1.9], [0.4, -0.3, 0.1], [-1.2, 0.6, 0.7]]
}